Record 1
Formula: C6H12O
Source: OMol25
Level of theory: ωB97M-V with the def2-TZVPD basis set

Structure (ORCA input):
```
! RIJCOSX wB97M-V def2-TZVPD def2/J DEFGRID3
* xyz 0 1
C 1.95 0.98 -0.46
C 1.00 0.22 0.45
C -0.86 -1.57 0.72
C -0.87 -2.01 -0.71
C -1.49 -0.23 0.87
C -0.46 0.70 0.22
O -0.63 1.99 0.77
H 1.75 2.06 -0.43
H 1.83 0.66 -1.50
H 2.99 0.84 -0.18
H 1.23 0.38 1.51
H 1.17 -0.85 0.29
H -0.52 -1.28 -1.46
H -0.32 -2.94 -0.86
H -1.93 -2.18 -0.94
H -1.64 0.06 1.92
H -2.47 -0.15 0.35
H -0.67 0.73 -0.86
H -0.04 2.58 0.29
*
```

Properties
E_tot (eV): -8460.152
Kohn-Sham gap (eV): 8.274
F_max (Eh/bohr): 0.0097


Record 2
Formula: C2H3ClFNS
Source: OMol25
Level of theory: ωB97M-V with the def2-TZVPD basis set

Structure (ORCA input):
```
! RIJCOSX wB97M-V def2-TZVPD def2/J DEFGRID3
* xyz 0 1
N -0.87 1.42 -0.77
C -0.75 0.36 -0.02
S -1.84 -0.75 0.24
C 0.64 0.25 0.58
F 1.35 1.41 0.55
Cl 1.49 -1.05 -0.38
H -0.07 2.04 -0.88
H -1.74 1.73 -1.14
H 0.49 -0.18 1.59
*
```

Properties
E_tot (eV): -29687.742
Kohn-Sham gap (eV): 9.282
Structure (SMILES): NC(=S)[C@H](F)Cl
F_max (Eh/bohr): 0.0576


Record 3
Formula: C17H37N4O2
Source: OMol25
Level of theory: ωB97M-V with the def2-TZVPD basis set

Structure (ORCA input):
```
! RIJCOSX wB97M-V def2-TZVPD def2/J DEFGRID3
* xyz 1 1
N -1.93 3.79 -3.57
C -2.28 2.78 -2.55
C -1.69 3.20 -1.20
C -2.54 2.93 0.07
C -1.90 3.67 1.26
C -0.40 3.43 1.49
O 0.44 4.51 1.13
C -3.98 3.50 -0.13
N -4.86 2.37 -0.43
C -4.23 1.17 -0.12
O -4.75 0.09 -0.23
C -2.82 1.44 0.40
C -1.83 0.41 -0.14
N -1.98 -0.91 0.49
H -1.99 3.38 -4.50
H -0.95 4.04 -3.45
H -1.91 1.78 -2.83
H -3.37 2.72 -2.51
H -0.70 2.74 -1.10
H -1.55 4.29 -1.24
H -2.45 3.42 2.17
H -2.04 4.75 1.09
H -0.08 2.52 0.96
H -0.22 3.26 2.55
H 0.12 4.90 0.31
H -4.00 4.27 -0.90
H -4.30 3.96 0.80
H -5.26 2.36 -1.36
H -2.85 1.35 1.49
H -0.81 0.80 -0.02
H -2.00 0.28 -1.21
H -1.74 -1.63 -0.18
H -1.36 -1.01 1.29
C 2.82 -4.77 2.67
C 1.55 -4.30 1.96
C 1.72 -3.79 0.54
N 2.49 -2.49 0.35
C 2.31 -1.57 1.52
C 3.96 -2.78 0.11
C 4.08 -2.98 -1.38
C 3.14 -1.92 -1.96
C 2.02 -1.78 -0.92
H 3.61 -4.02 2.70
H 2.59 -5.03 3.71
H 3.23 -5.67 2.20
H 1.02 -3.57 2.57
H 0.87 -5.15 1.87
H 0.74 -3.63 0.10
H 2.24 -4.53 -0.07
H 2.72 -2.02 2.41
H 1.26 -1.36 1.65
H 2.85 -0.65 1.30
H 4.52 -1.91 0.45
H 4.24 -3.64 0.71
H 3.75 -3.99 -1.66
H 5.10 -2.87 -1.72
H 2.75 -2.20 -2.93
H 3.67 -0.97 -2.08
H 1.09 -2.22 -1.24
H 1.83 -0.74 -0.67
*
```

Properties
E_tot (eV): -28278.244
Kohn-Sham gap (eV): 8.688
F_max (Eh/bohr): 0.0154


Record 4
Formula: C3H2IN
Source: OMol25
Level of theory: ωB97M-V with the def2-TZVPD basis set

Structure (ORCA input):
```
! RIJCOSX wB97M-V def2-TZVPD def2/J DEFGRID3
* xyz 0 1
N 2.67 -0.25 0.04
C 1.56 0.04 0.06
C 0.24 0.46 0.01
C -0.80 -0.43 -0.06
I -2.90 0.03 0.01
H -0.05 1.58 -0.11
H -0.73 -1.44 0.05
*
```

Properties
E_tot (eV): -12732.479
Kohn-Sham gap (eV): 9.465
Structure (SMILES): N#C/C=C/I
F_max (Eh/bohr): 0.0856


Record 5
Formula: C3H11NO2
Source: OMol25
Level of theory: ωB97M-V with the def2-TZVPD basis set

Structure (ORCA input):
```
! RIJCOSX wB97M-V def2-TZVPD def2/J DEFGRID3
* xyz 0 1
C -0.85 -2.49 1.91
C -1.30 -1.61 0.66
C -0.52 -0.75 -0.08
N -0.99 0.09 -1.07
H -1.65 -2.76 2.61
H -0.68 -3.61 1.51
H 0.17 -2.24 2.24
H -2.22 -1.99 0.29
H 0.51 -0.46 0.27
H -2.02 0.18 -1.12
H -0.67 0.84 -1.56
O 1.21 2.48 1.00
H 1.89 2.77 0.41
H 0.69 1.87 0.40
O 1.76 1.50 -2.00
H 1.69 0.60 -1.66
H 1.50 1.39 -2.86
*
```

Properties
E_tot (eV): -8872.642
Kohn-Sham gap (eV): 8.572
Structure (SMILES): C/C=C/N.O.O
F_max (Eh/bohr): 0.1014


Record 6
Formula: CAgMgO2
Source: OMol25
Level of theory: ωB97M-V with the def2-TZVPD basis set

Structure (ORCA input):
```
! RIJCOSX wB97M-V def2-TZVPD def2/J DEFGRID3
* xyz 2 2
O 1.86 -1.29 -2.77
C 1.15 -0.66 -2.17
O -1.20 0.43 1.75
Mg -1.33 0.50 3.65
Ag -0.48 1.02 -0.45
*
```

Properties
E_tot (eV): -14554.455
⟨S²⟩: 0.755
Kohn-Sham gap (alpha / beta) (eV): 8.000 / 8.122
F_max (Eh/bohr): 0.0210